#w
Molecular formula: C2H5N2P
Method: DFT, ωB97M-V/def2-TZVPD

SMILES = C1CNP=N1
Kohn-Sham gap = 9.57 eV
Charge = 0

Last column: natural (NBO) charge in e.
Cartesian coordinates (Å):
C (0.23688, 1.01596, 0.14697)  -0.2443
C (0.64495, -0.49260, -0.17622)  -0.2515
N (-1.24619, 1.17260, -0.10614)  -0.9211
N (-0.62283, -1.12084, 0.11468)  -0.9756
P (-1.98339, -0.22100, -0.02330)  1.1984
H (0.42653, 1.27145, 1.24903)  0.1954
H (0.67557, 1.67767, -0.55345)  0.2069
H (0.99353, -0.58172, -1.30938)  0.1811
H (1.40194, -0.60393, 0.53494)  0.2071
H (-0.52699, -2.11759, 0.12288)  0.4036

---

#x
Molecular formula: C2H5N2P
Method: DFT, ωB97M-V/def2-TZVPD

SMILES = C1CPN=N1
Kohn-Sham gap = 9.57 eV
Charge = 0

Last column: natural (NBO) charge in e.
Cartesian coordinates (Å):
C (0.45003, -0.64193, -0.79548)  -0.2922
C (-0.35616, 0.06899, 0.39879)  -0.7671
N (0.60191, 0.37370, -1.89311)  -0.0937
N (-0.17690, 1.32671, -1.80226)  -0.3931
P (-1.32043, 1.35481, -0.47855)  0.6618
H (1.54550, -0.80125, -0.59470)  0.2208
H (-0.04855, -1.44225, -1.15664)  0.2072
H (-1.04429, -0.55411, 1.06034)  0.2449
H (0.35297, 0.45835, 1.03429)  0.2303
H (-0.73825, 2.69996, 0.03576)  -0.0189

---

Which structure is the most stable? The one labeled #w.